[1]
Here is the molecule C5H8N2O4 from the Open Molecules 2025 dataset. Energies are from ωB97M-V/def2-TZVPD.

The value obtained for the relative energy (zero: lowest compared OMol25 entry of this formula, charge and spin) is 5.761 eV. Its spin multiplicity is 1. For the frontier orbital gap, the calculation gives 0.40539 Ha. The HOMO energy is -10.60 eV.

Each line ends with the natural charge from an NBO analysis.
Cartesian coordinates (Å):
O -0.3292 -2.5562 -0.8911  -0.683
O -1.5573 2.2006 -0.9509  -0.410
O -1.8907 -1.4588 1.1498  -0.508
O -2.3100 0.2111 -0.2319  -0.371
N -1.4107 1.2918 -0.1523  0.556
N -0.6587 1.1217 0.7622  -0.261
C 1.3864 0.5645 -0.1141  -0.399
C 0.9880 -0.8532 0.0574  -0.429
C -0.2944 -1.1980 -0.6103  -0.028
C 0.6659 1.6808 0.6716  -0.258
C -1.4869 -0.8713 0.2309  0.781
H 1.1025 -0.9541 1.1961  0.221
H -0.4118 -0.5197 -1.4352  0.191
H 2.4219 0.7800 -0.1513  0.230
H 1.0023 0.6887 -1.1730  0.185
H 1.7433 -1.5281 -0.3400  0.247
H 0.7874 2.7571 0.3022  0.236
H -0.7655 -2.9885 -0.1072  0.490
H 1.0174 1.6318 1.7869  0.211

Cartesian forces (eV/Å) of the 3 atoms listed first:
O -0.931 -1.159 0.366
O 0.176 -0.436 -0.131
O -0.570 -1.938 1.510

[2]
Here is a 2-piece molecular cluster, C5H8N2OS2 overall from the Open Molecules 2025 dataset. Energies are from ωB97M-V/def2-TZVPD.

The value obtained for the relative energy (zero: lowest compared OMol25 entry of this formula, charge and spin) is 3.008 eV. Its spin multiplicity is 1. For the frontier orbital gap, the calculation gives 0.32587 Ha. The HOMO energy is -8.78 eV.

Each line ends with the natural charge from an NBO analysis.
Cartesian coordinates (Å):
S -2.1380 1.3374 0.2618  0.430
S 1.3238 1.2050 -0.2210  1.383
O 1.7665 0.9591 -1.5565  -0.971
N -1.8573 -1.1508 -0.3162  -0.491
N 0.7698 -0.2591 0.5265  -0.585
C -3.2373 -0.8348 -0.4558  -0.060
C 1.1138 -1.4160 -0.2267  -0.485
C -3.5540 0.4237 -0.1385  -0.450
C -1.2769 -0.1249 0.1513  0.193
C 2.7876 1.3820 0.9433  -0.827
H 0.4192 -2.1222 -0.3375  0.230
H -3.9586 -1.6850 -0.7664  0.231
H 3.6504 1.2525 0.2900  0.240
H 1.4512 -1.1657 -1.2075  0.212
H -4.5676 0.9363 -0.0756  0.257
H 2.1032 -1.6935 0.0698  0.209
H 2.7136 2.3662 1.3142  0.225
H 2.4906 0.5898 1.7449  0.259

Cartesian forces (eV/Å) of the 3 atoms listed first:
S -0.072 -0.052 0.586
S -1.183 0.888 3.277
O 1.243 -0.416 -2.516

[3]
Here is the molecule C5H8N2S from the Open Molecules 2025 dataset. Energies are from ωB97M-V/def2-TZVPD.

The value obtained for the relative energy (zero: lowest compared OMol25 entry of this formula, charge and spin) is 0.613 eV. Its spin multiplicity is 1. For the frontier orbital gap, the calculation gives 0.36722 Ha. The HOMO energy is -9.17 eV.

Each line ends with the natural charge from an NBO analysis.
Cartesian coordinates (Å):
S -1.3568 -0.3776 -2.3339  -0.044
N -1.1990 1.2465 1.8492  -0.264
N -1.1328 0.1762 1.0398  -0.338
C 0.3229 -0.8438 -1.8095  -0.506
C 0.1340 -0.1082 0.6068  0.136
C 0.9304 0.8635 1.1716  -0.354
C 0.0582 1.6654 1.9301  -0.058
C 0.4411 -1.2197 -0.3357  -0.450
H 0.5762 -1.7258 -2.4356  0.229
H -1.4324 0.8069 -1.7714  0.125
H -1.9609 -0.3268 0.7894  0.409
H 2.0284 0.9689 1.0393  0.230
H 1.4664 -1.5687 -0.1231  0.230
H 0.3021 2.5457 2.5506  0.211
H 1.0435 -0.0650 -2.0733  0.223
H -0.2213 -2.0375 -0.0941  0.220

Cartesian forces (eV/Å) of the 3 atoms listed first:
S 0.099 -0.778 -0.412
N 0.360 -0.090 -0.141
N 0.800 -0.139 -0.128

[4]
Here is the molecule C5H8N2S from the Open Molecules 2025 dataset. Energies are from ωB97M-V/def2-TZVPD.

The value obtained for the relative energy (zero: lowest compared OMol25 entry of this formula, charge and spin) is 2.704 eV. Its spin multiplicity is 1. For the frontier orbital gap, the calculation gives 0.35575 Ha. The HOMO energy is -9.00 eV.

Each line ends with the natural charge from an NBO analysis.
Cartesian coordinates (Å):
S -0.4221 -1.2546 -0.2810  0.217
N 1.9461 -0.1920 -0.5324  -0.648
N 0.5707 0.7724 1.2278  -0.735
C -2.6305 1.5080 -0.7867  -0.241
C 3.1053 0.6320 -0.2422  -0.434
C 0.8056 -0.0386 0.2718  0.327
C -1.8552 -0.5927 0.6109  -0.612
C -2.3373 0.6106 -0.0227  -0.004
H 2.8460 1.7461 -0.3716  0.210
H -2.9047 2.3111 -1.4639  0.242
H 2.1197 -1.1650 -0.8681  0.399
H -1.6287 -0.4290 1.6488  0.269
H -2.6427 -1.3768 0.5661  0.253
H 1.3971 1.3284 1.4625  0.349
H 3.8610 0.4025 -1.0910  0.218
H 3.5599 0.4779 0.7604  0.191

Cartesian forces (eV/Å) of the 3 atoms listed first:
S 0.210 0.567 0.568
N -0.353 -0.488 0.684
N 0.437 -0.444 -0.711

[5]
Here is the molecule C5H8N2S from the Open Molecules 2025 dataset. Energies are from ωB97M-V/def2-TZVPD.

The value obtained for the relative energy (zero: lowest compared OMol25 entry of this formula, charge and spin) is 4.733 eV. Its spin multiplicity is 1. For the frontier orbital gap, the calculation gives 0.33342 Ha. The HOMO energy is -8.50 eV.

Each line ends with the natural charge from an NBO analysis.
Cartesian coordinates (Å):
S -2.1708 -1.1311 -0.2828  0.397
N 0.4357 0.7160 -0.1897  -0.516
N -0.5286 -1.5421 -0.1960  -0.791
C 2.6998 -0.0736 -0.0711  -0.304
C -0.9681 1.3279 -0.3560  -0.241
C 1.8615 -1.1789 -0.0453  -0.349
C 0.5314 -0.5314 -0.0852  0.427
C -2.1113 0.5285 0.3974  -0.598
H 3.9384 0.1262 0.1259  0.204
H -3.1830 1.0449 0.5214  0.258
H -1.6192 0.3519 1.3459  0.206
H -1.4179 1.5543 -1.4787  0.201
H -0.5277 -2.1466 0.7388  0.393
H 1.9906 -2.2373 -0.0595  0.235
H -0.9728 2.3209 0.0260  0.201
H 2.0420 0.8704 -0.3910  0.276

Cartesian forces (eV/Å) of the 3 atoms listed first:
S -1.380 0.420 -1.089
N -4.920 1.930 -0.784
N 0.905 -0.726 3.619

[6]
Here is C5H8N2S as an isolated structure from the Open Molecules 2025 dataset. Energies are from ωB97M-V/def2-TZVPD.

The value obtained for the relative energy (zero: lowest compared OMol25 entry of this formula, charge and spin) is 6.737 eV. Its spin multiplicity is 1. For the frontier orbital gap, the calculation gives 0.32075 Ha. The HOMO energy is -8.68 eV.

Each line ends with the natural charge from an NBO analysis.
Cartesian coordinates (Å):
S -0.7256 1.4250 2.0089  0.194
N -1.1990 1.1498 0.4219  -0.773
N -1.4302 -0.2278 -1.3700  -0.419
C -0.6602 0.1465 -0.4375  0.351
C 3.0842 -1.5267 -0.1013  -0.715
C 0.8025 -0.2317 -0.4662  -0.119
C -0.8753 -1.4076 -2.1110  -0.463
C 1.8994 -0.7941 -0.4110  0.055
H 3.8129 -0.7378 -0.3065  0.258
H -1.5890 -2.2575 -1.6428  0.199
H -1.1968 -1.3189 -3.1486  0.210
H 0.2357 -1.7021 -1.8970  0.216
H -0.7444 3.2287 2.1672  0.098
H 2.9825 -2.0678 0.9454  0.263
H 3.4339 -2.3442 -0.9351  0.240
H -2.4244 0.8266 0.4725  0.405

Cartesian forces (eV/Å) of the 3 atoms listed first:
S 0.499 3.431 0.552
N -5.082 -1.767 0.713
N 1.274 -1.859 -0.071

[7]
Here is the molecule C5H8N2S from the Open Molecules 2025 dataset. Energies are from ωB97M-V/def2-TZVPD.

The value obtained for the relative energy (zero: lowest compared OMol25 entry of this formula, charge and spin) is 3.552 eV. Its spin multiplicity is 1. For the frontier orbital gap, the calculation gives 0.32783 Ha. The HOMO energy is -8.24 eV.

Each line ends with the natural charge from an NBO analysis.
Cartesian coordinates (Å):
S -2.3939 -0.8429 -0.8857  -0.144
N 0.2978 -0.6770 -0.6829  -0.260
N 1.4888 -0.7096 -1.4977  -0.649
C 0.3247 0.1903 0.5254  -0.125
C -0.8260 -1.1188 -1.2828  -0.055
C -0.4091 -0.3611 1.7503  -0.606
C -0.5945 2.6543 -0.0059  -0.196
C -0.1285 1.5516 0.2217  -0.053
H -1.4834 -0.3610 1.5660  0.250
H -0.1132 -1.3942 1.9154  0.214
H -0.0897 0.2218 2.6104  0.220
H 2.0141 -1.5358 -1.2638  0.361
H 1.4102 0.2610 0.8056  0.227
H -0.9258 3.6603 -0.2669  0.247
H 2.0128 0.1489 -1.3528  0.367
H -0.5843 -1.6878 -2.1563  0.203

Cartesian forces (eV/Å) of the 3 atoms listed first:
S 0.282 -0.170 0.088
N 0.306 0.253 0.043
N -1.039 0.048 0.261

[8]
Here is C5H8N2S as an isolated structure from the Open Molecules 2025 dataset. Energies are from ωB97M-V/def2-TZVPD.

The value obtained for the relative energy (zero: lowest compared OMol25 entry of this formula, charge and spin) is 3.810 eV. Its spin multiplicity is 1. For the frontier orbital gap, the calculation gives 0.29479 Ha. The HOMO energy is -8.16 eV.

Each line ends with the natural charge from an NBO analysis.
Cartesian coordinates (Å):
S -0.8360 1.3439 -2.4253  -0.081
N 0.4126 0.1371 0.7269  -0.419
N 2.1709 -0.6308 1.8908  -0.791
C -0.7707 0.9022 0.2937  -0.229
C -1.1635 0.1054 -1.0055  -0.317
C 0.6580 -1.0615 -0.1711  -0.012
C -0.1739 -1.0794 -1.2086  -0.272
C 1.1975 0.2276 1.7628  0.291
H 1.5003 -1.6325 0.1799  0.272
H 2.7539 -0.5972 2.7170  0.352
H -0.5620 -1.6527 -2.0784  0.247
H -2.1769 -0.3593 -0.9402  0.230
H -1.4688 0.9436 1.1229  0.212
H 0.9667 0.8961 2.4738  0.158
H -0.4666 1.9604 0.0332  0.206
H -2.0415 0.4969 -3.3719  0.149

Cartesian forces (eV/Å) of the 3 atoms listed first:
S -4.070 -3.184 -1.539
N -1.080 -2.581 -3.927
N -0.330 0.479 -0.191

[9]
Here is the molecule C5H8N2S2 from the Open Molecules 2025 dataset. Energies are from ωB97M-V/def2-TZVPD.

The value obtained for the relative energy (zero: lowest compared OMol25 entry of this formula, charge and spin) is 2.799 eV. Its spin multiplicity is 1. For the frontier orbital gap, the calculation gives 0.30985 Ha. The HOMO energy is -8.58 eV.

Each line ends with the natural charge from an NBO analysis.
Cartesian coordinates (Å):
S 1.6641 -2.5188 -0.4604  -0.135
S -1.0049 -1.4969 -2.6730  0.201
N -0.0814 -1.4964 1.2156  -0.430
N -0.9479 -1.2245 -1.0133  -0.626
C -0.4506 2.2530 0.7382  -0.621
C -0.2008 -2.0420 -0.0063  0.073
C -0.4759 0.8116 0.5227  -0.176
C -0.7538 0.3861 -0.6986  0.048
C -0.1366 -0.2444 1.5212  0.140
H -0.6928 -3.1253 -0.0629  0.225
H -1.1306 2.5929 1.6294  0.226
H -0.5929 2.8277 -0.1955  0.230
H 0.6132 2.4206 1.0072  0.224
H 0.0323 -0.9326 -3.3156  0.086
H -1.0556 1.1312 -1.5633  0.225
H -0.2397 -0.0216 2.5475  0.192
H 1.4132 -2.8185 -1.7165  0.118

Cartesian forces (eV/Å) of the 3 atoms listed first:
S -0.719 0.728 0.783
S -1.137 -1.029 -0.278
N -0.096 1.576 3.198

[10]
Here is an isolated ion of composition C5H8N3 and charge +1 from the Open Molecules 2025 dataset. Energies are from ωB97M-V/def2-TZVPD.

The value obtained for the relative energy (zero: lowest compared OMol25 entry of this formula, charge and spin) is 4.880 eV. Its net charge is +1. Its spin multiplicity is 1. For the frontier orbital gap, the calculation gives 0.28965 Ha. The HOMO energy is -12.74 eV.

Each line ends with the natural charge from an NBO analysis.
Cartesian coordinates (Å):
N -0.2350 0.7286 0.9581  -0.358
N 1.6135 -0.6391 0.4432  -0.543
N -1.0189 -1.4536 0.2877  -0.584
C -1.3758 1.1774 0.6131  0.084
C 2.5278 0.1565 -0.4233  -0.439
C -1.9257 -0.8714 -0.2935  0.414
C 0.5119 -0.2161 0.7638  0.584
C -2.0855 0.5651 -0.6111  -0.606
H 2.0710 1.0851 -0.9318  0.246
H 1.8539 -1.4969 0.8486  0.431
H -1.8821 0.8628 -1.7085  0.322
H 3.3841 0.4003 0.1720  0.232
H -3.1594 0.9101 -0.5996  0.304
H 2.8914 -0.5000 -1.2806  0.236
H -1.9967 1.7253 1.2919  0.229
H -1.1744 -2.4341 0.4700  0.446

Cartesian forces (eV/Å) of the 3 atoms listed first:
N 1.060 1.675 0.425
N 3.406 0.853 -2.266
N -1.329 -0.404 -0.295

Which of these has the lowest frontier orbital gap?
C5H8N3